Formula: C3H6
Source: the OMol25 dataset
Level of theory: the ωB97M-V functional and the def2-TZVPD basis

Its total energy is -117.83809 Eh. The energy above the lowest of the compared OMol25 structures with the same formula, charge and spin comes out at 0.921 eV. The HOMO energy is -9.784 eV. The value obtained for the LUMO energy is 1.274 eV. As for the gap between HOMO and LUMO: 11.1 eV.

Geometry as XYZ:
```
9
Properties=species:S:1:pos:R:3:mulliken_charge:R:1
C 1.39 -0.06 0.06 -0.7148
C 0.19 0.33 0.23 0.1839
C -1.17 -0.12 -0.31 -0.8608
H 2.26 0.32 0.47 0.2786
H 1.80 -1.03 -0.42 0.1781
H 0.07 1.25 1.09 0.1429
H -1.92 0.75 -0.39 0.2474
H -1.54 -0.77 0.51 0.2314
H -1.08 -0.66 -1.24 0.3132
```



Formula: C3H6BO3
Source: the OMol25 dataset
Level of theory: the ωB97M-V functional and the def2-TZVPD basis

Its total energy is -368.47956 Eh. As for the net charge: -1. The energy above the lowest of the compared OMol25 structures with the same formula, charge and spin comes out at 0.000 eV. The HOMO energy is -3.883 eV. The value obtained for the LUMO energy is 3.451 eV. As for the gap between HOMO and LUMO: 7.3 eV.

Geometry as XYZ:
```
13
Properties=species:S:1:pos:R:3:mulliken_charge:R:1
O 2.79 -1.24 0.30 -0.6681
C 2.32 -0.04 0.19 0.4159
O 2.82 1.06 0.82 -0.7183
B 1.00 0.10 -0.75 0.2456
C -0.33 0.76 -0.05 -0.4368
C -1.50 -0.37 -0.23 -0.3663
O -2.38 -0.39 0.93 -0.5371
H 0.93 -0.26 -1.87 -0.1291
H -0.63 1.75 -0.52 0.1965
H -0.11 0.94 1.07 0.2101
H -0.99 -1.38 -0.34 0.2499
H -2.08 -0.05 -1.17 0.2333
H -1.85 -0.87 1.61 0.3044
```



Formula: C3H6BrN2O
Source: the OMol25 dataset
Level of theory: the ωB97M-V functional and the def2-TZVPD basis

Its total energy is -2876.33913 Eh. As for the net charge: +1. The energy above the lowest of the compared OMol25 structures with the same formula, charge and spin comes out at 0.306 eV. The HOMO energy is -15.049 eV. The value obtained for the LUMO energy is -4.818 eV. As for the gap between HOMO and LUMO: 10.2 eV.

Geometry as XYZ:
```
13
Properties=species:S:1:pos:R:3:mulliken_charge:R:1
C -0.07 1.60 0.05 -0.1172
N -0.48 0.39 0.04 0.2346
C 0.54 -0.82 -0.06 -0.8175
N -1.74 -0.08 0.02 -0.3404
C -2.99 0.75 0.03 0.5218
O -2.88 1.88 -0.06 -0.3304
Br -4.48 -0.42 0.04 -0.0414
H -0.57 2.50 0.19 0.4056
H 1.03 1.57 -0.25 0.1947
H 1.39 -0.54 -0.73 0.3645
H 0.02 -1.66 -0.58 0.3327
H 0.77 -1.04 0.99 0.3407
H -1.87 -0.99 -0.23 0.2522
```



Formula: C3H6BrN2S
Source: the OMol25 dataset
Level of theory: the ωB97M-V functional and the def2-TZVPD basis

Its total energy is -3199.36620 Eh. As for the net charge: +1. The energy above the lowest of the compared OMol25 structures with the same formula, charge and spin comes out at 0.292 eV. The HOMO energy is -14.300 eV. The value obtained for the LUMO energy is -5.384 eV. As for the gap between HOMO and LUMO: 8.9 eV.

Geometry as XYZ:
```
13
Properties=species:S:1:pos:R:3:mulliken_charge:R:1
C -1.48 -0.48 -0.95 -0.0616
C -1.43 0.97 -0.87 -0.4379
C -0.10 -0.44 0.71 0.5323
N -0.71 -1.18 -0.21 -0.4407
N 0.50 -1.06 1.73 -0.3348
S -0.19 1.28 0.53 -0.0034
Br 3.45 0.14 -0.38 -0.2141
H -2.05 -1.09 -1.71 0.3920
H -1.07 1.46 -1.79 0.3483
H -2.38 1.52 -0.65 0.3761
H 3.54 1.51 -0.21 0.2255
H 0.66 -2.06 1.55 0.3075
H 1.25 -0.57 2.24 0.3109
```



Formula: C3H6BrN2S
Source: the OMol25 dataset
Level of theory: the ωB97M-V functional and the def2-TZVPD basis

Its multiplicity is 3. Its total energy is -3199.14299 Eh. As for the net charge: +1. The energy above the lowest of the compared OMol25 structures with the same formula, charge and spin comes out at 1.212 eV. The HOMO energy (spin up / spin down) is -10.083 / -14.096 eV. The value obtained for the LUMO energy (spin up / spin down) is -4.116 / -8.059 eV. As for the gap between HOMO and LUMO (spin up / spin down): 6.0 / 6.0 eV.

Geometry as XYZ:
```
13
Properties=species:S:1:pos:R:3:mulliken_charge:R:1
C 1.64 -0.02 -1.02 -0.0662
C 1.40 -1.24 -0.61 -0.2663
C -0.82 -0.17 0.99 0.1151
N 0.53 0.94 -0.81 -0.5040
N -2.04 -0.19 1.22 -0.2758
S -0.24 -1.59 0.16 0.0720
Br 1.02 2.53 0.11 0.0427
H 2.61 0.12 -1.54 0.3854
H 1.89 -2.16 -0.76 0.4211
H -0.19 0.69 1.27 0.2766
H -2.55 -1.04 0.98 0.2167
H 0.37 1.24 -1.74 0.3320
H -2.40 0.53 1.81 0.2506
```



Formula: C3H6BrNO3
Source: the OMol25 dataset
Level of theory: the ωB97M-V functional and the def2-TZVPD basis

Its total energy is -2972.21677 Eh. The energy above the lowest of the compared OMol25 structures with the same formula, charge and spin comes out at 2.317 eV. The HOMO energy is -11.059 eV. The value obtained for the LUMO energy is 0.483 eV. As for the gap between HOMO and LUMO: 11.5 eV.

Geometry as XYZ:
```
14
Properties=species:S:1:pos:R:3:mulliken_charge:R:1
C -1.11 -0.89 1.04 -1.2101
C -0.70 -0.82 -0.46 -0.6120
C 0.75 -0.38 -0.65 0.0231
Br 2.00 -1.63 0.01 -0.0655
O 0.92 0.92 0.36 -0.3696
N 1.01 2.17 -0.12 1.1069
O 0.92 2.22 -1.33 -0.5914
O 1.21 3.06 0.66 -0.5746
H -0.77 -1.67 1.57 0.3945
H -0.78 0.03 1.41 0.4062
H -2.15 -1.17 0.88 0.3283
H -1.37 -0.09 -0.83 0.3294
H -0.79 -1.79 -0.88 0.4032
H 0.86 0.04 -1.66 0.4316
```



> What is the formula in the fifth record?

C3H6BrN2S